1.
187
Properties=species:S:1:pos:R:3:forces:R:3 method="wB97M-V/def2-TZVPD" homo_ha=-0.316 smiles=COC[C@H](C)N.COC[C@H](C)N.COC[C@H](C)N.COC[C@H](C)N.COC[C@H](C)N.COC[C@H](C)N.COC[C@H](C)N.COC[C@H](C)N.COC[C@H](C)N.COC[C@H](C)N.COC[C@H](C)N gap_ha=0.3382 relative_energy_kj_mol=101.0
C 1.19502 -2.78710 -4.22238 0.16 -0.37 -0.41
O 1.66246 -1.63181 -4.88917 -0.20 0.24 0.63
C 0.61382 -0.83023 -5.35252 0.03 0.89 -0.54
C 1.19540 0.48982 -5.85772 0.84 0.49 -0.14
C 1.55271 1.47328 -4.74149 -0.43 -0.23 -0.16
N 0.24695 1.12698 -6.77648 -0.01 -0.23 -0.54
H 0.44219 -2.60057 -3.44902 0.11 0.37 0.06
H 2.06989 -3.25912 -3.77679 -0.36 0.08 0.02
H 0.72441 -3.45473 -4.95710 0.05 -0.13 0.06
H 0.11086 -1.31399 -6.20325 -0.17 -0.09 0.18
H -0.12013 -0.58438 -4.57224 -0.06 -0.34 0.06
H 2.13787 0.23055 -6.35965 -0.02 -0.09 -0.09
H 2.23200 1.00133 -4.03200 -0.25 0.03 0.20
H 0.61024 1.80174 -4.29408 0.14 -0.11 0.42
H 2.03988 2.38186 -5.10017 0.08 -0.13 -0.28
H 0.57341 2.04304 -7.06940 0.07 0.08 0.40
H 0.26237 0.60837 -7.65294 -0.29 -0.13 0.15
C 4.51007 -2.30304 5.53177 -0.23 0.24 -0.28
O 4.91047 -1.94685 4.22493 0.16 -0.47 0.11
C 4.13953 -0.91186 3.67698 0.72 1.63 -0.08
C 4.77536 -0.50582 2.34834 0.08 -0.07 -1.15
C 4.63814 0.97784 1.98849 -0.40 -0.23 1.22
N 4.24726 -1.35181 1.25650 0.59 -0.42 0.07
H 4.50210 -1.42120 6.18284 -0.17 0.03 0.00
H 5.21966 -3.00787 5.95798 0.03 -0.14 -0.25
H 3.51147 -2.74672 5.47400 -0.04 -0.04 0.36
H 3.06792 -1.11672 3.59960 -0.01 -0.42 -0.19
H 4.21890 -0.00835 4.30590 -0.05 -0.18 0.30
H 5.85947 -0.65316 2.43216 -0.04 -0.26 0.31
H 5.23400 1.49174 2.74959 -0.07 0.34 -0.23
H 3.60594 1.31516 2.10777 -0.05 0.07 -0.20
H 5.01651 1.23405 1.00281 0.02 -0.23 -0.08
H 4.59159 -2.28907 1.47469 -0.45 -0.07 0.01
H 4.77723 -1.13294 0.40617 -0.07 0.26 0.23
C -1.62303 2.81019 0.79673 -1.13 0.40 -0.12
O -0.32569 2.29259 0.62233 -0.37 -1.14 -0.07
C -0.43482 0.96158 0.09211 0.52 -0.06 -2.11
C 0.87766 0.21583 -0.08559 1.20 -0.47 0.85
C 0.77293 -0.82241 -1.19210 -0.35 0.41 -0.32
N 1.29134 -0.47754 1.14756 -0.44 0.01 -0.14
H -1.63210 3.89319 0.67663 0.33 0.04 0.38
H -2.09362 2.52215 1.74392 0.45 0.13 0.28
H -2.36062 2.45531 0.06450 0.44 -0.25 -0.34
H -1.19244 0.30369 0.53017 0.10 0.28 0.77
H -0.78458 1.05813 -0.94515 -0.28 0.30 0.10
H 1.72507 0.86007 -0.36519 -0.58 0.69 -0.23
H 1.74387 -1.22466 -1.47743 -0.05 -0.10 0.34
H 0.40191 -0.33935 -2.10267 -0.21 -0.19 0.00
H 0.10932 -1.62836 -0.87009 -0.02 -0.04 -0.19
H 2.27059 -0.76025 1.06436 -0.09 -0.16 0.10
H 1.25013 0.18962 1.90544 0.15 0.03 0.34
C -1.89727 6.36987 3.00331 -0.02 1.37 0.19
O -2.90649 5.41849 2.80706 0.23 -0.15 0.55
C -2.94911 4.58547 3.94577 -0.40 -0.79 0.15
C -4.01405 3.47685 3.84347 -0.24 0.18 0.57
C -5.42562 4.03180 3.94081 -0.17 0.24 -0.61
N -3.85769 2.50068 4.91952 0.53 -0.15 0.21
H -1.86306 7.05201 2.15298 0.25 -0.49 -0.34
H -0.92130 5.94422 3.26039 0.03 -0.26 -0.46
H -2.10353 7.07217 3.82831 -0.36 -0.37 0.22
H -1.97073 4.11586 4.12741 0.08 -0.01 -0.28
H -3.15155 5.14915 4.86847 -0.13 0.27 -0.11
H -3.93947 2.93774 2.89624 0.25 0.11 -0.07
H -5.57193 4.77660 3.15452 -0.06 0.11 0.16
H -5.63442 4.48467 4.91230 0.19 0.08 0.02
H -6.17079 3.25161 3.78597 0.11 -0.12 0.03
H -3.99859 2.93833 5.82663 -0.21 0.07 -0.11
H -2.90139 2.15242 4.97117 -0.21 -0.10 -0.08
C -3.85881 -3.05400 2.45540 -0.13 -0.05 0.37
O -2.75626 -3.80001 2.90663 0.03 -0.01 -0.60
C -1.54759 -3.03740 3.00523 -0.69 0.10 0.50
C -0.38632 -3.96226 2.70723 0.83 0.88 0.66
C 0.92818 -3.41725 3.24471 0.89 -0.03 0.65
N -0.19538 -4.23947 1.28442 -0.95 -0.25 -0.14
H -3.72531 -2.73228 1.41703 0.02 0.09 0.06
H -4.04502 -2.19835 3.11661 0.07 0.18 -0.17
H -4.74699 -3.68487 2.51832 0.08 -0.10 -0.07
H -1.54854 -2.15422 2.35468 -0.07 -0.26 -0.39
H -1.56431 -2.62417 4.02122 0.51 -0.14 0.10
H -0.54418 -4.84936 3.32887 -0.34 -0.40 -0.62
H 0.92510 -3.13424 4.30394 -0.54 0.09 -0.05
H 1.32946 -2.56365 2.69543 -0.19 -0.05 -0.22
H 1.67019 -4.22179 3.23527 0.03 0.07 -0.41
H 0.19572 -3.41694 0.82930 0.24 0.06 0.32
H -1.11632 -4.32735 0.83174 0.50 -0.10 0.22
C -0.64939 1.74914 7.84843 -0.36 -0.32 0.29
O -1.02157 1.49233 6.51198 -0.31 0.00 0.13
C -0.00120 1.87318 5.63115 0.41 0.09 -0.64
C -0.35992 1.54089 4.18961 -0.67 0.44 -0.58
C -0.65892 0.08159 3.95163 0.32 -0.95 0.04
N 0.70668 2.00876 3.31177 0.80 0.32 -0.31
H -0.44788 2.81063 8.01531 0.43 -0.01 -0.10
H 0.17825 1.08879 8.12070 0.32 0.36 0.09
H -1.46177 1.50276 8.53367 -0.25 -0.15 -0.36
H 0.15306 2.96217 5.68313 0.11 0.00 0.15
H 0.95362 1.38025 5.86486 -0.04 -0.01 0.15
H -1.26111 2.12103 3.93000 -0.15 -0.24 0.30
H 0.22168 -0.56483 4.02980 0.30 0.32 0.23
H -0.99053 -0.13936 2.93690 -0.29 0.39 -0.05
H -1.37095 -0.34287 4.66084 -0.21 0.35 -0.04
H 0.45160 2.05652 2.31278 -0.26 -0.26 0.73
H 0.93954 2.97806 3.51860 0.05 -0.14 0.23
C -4.26730 -0.10144 0.15783 -0.46 -0.90 -0.20
O -3.56734 0.11864 -1.04321 0.71 -0.21 -0.03
C -4.41880 0.31992 -2.18195 0.42 0.87 1.78
C -3.59459 0.91313 -3.29270 0.23 0.46 -0.66
C -3.03323 2.28564 -2.94253 0.47 0.50 0.63
N -4.50353 1.10468 -4.43035 -0.05 -0.57 -0.70
H -3.65741 -0.56277 0.93781 0.61 0.42 -0.28
H -5.01221 -0.88852 -0.02211 -0.45 0.31 0.09
H -4.72519 0.80149 0.56848 -0.15 0.07 -0.16
H -4.94678 -0.60756 -2.41313 -0.04 0.00 -0.28
H -5.10755 1.10510 -1.85071 -0.56 -0.22 -0.46
H -2.74764 0.26211 -3.54364 -0.03 -0.15 0.11
H -2.21879 2.29597 -2.21293 0.01 -0.56 -0.08
H -3.76265 2.95881 -2.48246 -0.36 -0.15 -0.35
H -2.61474 2.77564 -3.82378 -0.18 -0.05 -0.13
H -4.67537 0.21084 -4.88916 -0.24 -0.04 0.34
H -4.05491 1.61949 -5.18269 0.15 0.31 0.33
C 2.83591 -3.85582 -0.89770 -0.22 -0.65 0.16
O 3.23378 -4.04041 -2.24342 0.11 0.52 -0.23
C 4.11531 -5.12312 -2.41766 0.21 -0.37 0.94
C 4.60019 -5.17266 -3.83821 0.92 -0.86 -0.78
C 3.50884 -5.51537 -4.85549 0.16 0.82 0.22
N 5.63933 -6.23691 -4.00509 -0.56 0.35 0.43
H 3.57738 -3.36313 -0.25915 0.34 -0.27 -0.22
H 2.59199 -4.85653 -0.52821 -0.14 0.25 0.56
H 1.96016 -3.21374 -0.83051 -0.09 -0.20 -0.39
H 4.94098 -5.04261 -1.69287 0.30 0.23 -0.27
H 3.65971 -6.08115 -2.12584 -0.35 0.04 -0.27
H 5.10786 -4.23685 -4.09606 -0.64 0.35 0.08
H 3.90327 -5.32527 -5.85611 -0.12 -0.02 -0.07
H 2.64866 -4.86288 -4.69915 0.02 -0.32 -0.19
H 3.22552 -6.56432 -4.79716 -0.04 -0.02 0.21
H 6.50813 -5.93480 -3.57528 0.02 -0.08 -0.10
H 5.78486 -6.28304 -5.00635 0.34 -0.24 0.03
C -2.71425 -3.14039 -1.23050 0.24 -0.40 -0.17
O -2.49683 -4.31710 -0.46920 -0.06 -0.30 0.55
C -3.58157 -5.21660 -0.35732 -1.22 0.22 -0.10
C -3.22693 -6.62791 0.14961 0.15 1.07 0.14
C -4.49696 -7.40317 0.44810 -0.58 0.34 -0.89
N -2.45350 -6.58693 1.39477 0.70 -0.15 -0.66
H -2.10310 -2.33686 -0.82076 0.24 -0.12 -0.07
H -3.73203 -2.74116 -1.23455 -0.22 -0.43 0.13
H -2.40335 -3.40024 -2.24452 -0.12 0.53 -0.25
H -4.32710 -4.80508 0.34210 0.06 0.11 0.05
H -4.10742 -5.27870 -1.32072 0.14 -0.16 -0.10
H -2.66051 -7.08803 -0.66414 0.25 -0.28 0.35
H -5.32652 -7.15284 -0.22607 0.16 0.18 -0.08
H -4.82609 -7.11346 1.44447 -0.03 -0.49 0.15
H -4.34823 -8.46878 0.29305 0.10 -0.08 0.63
H -2.88101 -5.97233 2.08175 -0.21 0.01 -0.13
H -1.56161 -6.14807 1.18519 0.13 -0.23 0.20
C 7.45851 -0.55846 -5.01800 0.26 -0.10 0.14
O 6.59598 -0.38907 -3.91946 0.17 0.31 0.03
C 6.08045 -1.60423 -3.41358 -0.45 0.73 -0.19
C 5.32526 -1.30017 -2.12635 0.09 0.14 0.73
C 4.12641 -0.39902 -2.36794 -0.18 -0.42 -1.49
N 6.16621 -0.69569 -1.05206 0.33 -0.62 -1.12
H 6.96841 -1.12753 -5.81343 0.13 -0.12 -0.04
H 8.38491 -1.04344 -4.68694 -0.07 -0.31 -0.18
H 7.76597 0.40608 -5.41993 -0.33 0.16 0.15
H 5.35075 -1.99920 -4.13211 0.14 -0.27 -0.06
H 6.87896 -2.33855 -3.24691 0.06 0.00 0.02
H 5.04463 -2.29028 -1.75151 -0.42 0.14 0.03
H 3.47701 -0.85296 -3.12852 -0.19 -0.34 0.40
H 4.43387 0.48422 -2.93531 0.25 0.34 0.64
H 3.53473 -0.16067 -1.48874 0.27 0.09 0.11
H 6.99179 -1.29695 -1.06937 0.15 0.34 0.54
H 6.49250 0.20118 -1.40820 0.00 0.00 0.08
C -3.32936 6.16708 -1.12591 1.31 -0.51 -0.81
O -4.23863 7.15878 -0.74948 -0.08 -0.37 0.04
C -4.23682 8.26887 -1.61394 -0.21 0.48 -0.24
C -2.94313 9.08355 -1.58969 0.24 0.19 0.18
C -2.49617 9.55351 -0.20381 -0.32 -0.56 0.03
N -3.06498 10.16352 -2.56113 -0.27 0.58 -0.10
H -3.28866 5.98159 -2.20881 -0.51 0.19 -0.10
H -3.49181 5.18790 -0.67766 -0.60 0.29 0.43
H -2.28048 6.41421 -0.91035 -0.08 0.25 0.39
H -4.41939 8.00609 -2.66395 0.13 -0.40 0.04
H -5.11459 8.86122 -1.34065 0.19 0.20 0.29
H -2.16316 8.41512 -1.96847 0.06 0.07 -0.04
H -3.24599 10.15166 0.31863 -0.12 0.03 -0.17
H -1.58500 10.14578 -0.28646 0.08 -0.09 0.05
H -2.31594 8.66515 0.40753 0.15 0.17 0.14
H -2.24061 10.75632 -2.54301 0.18 -0.29 -0.10
H -3.79713 10.81192 -2.27537 -0.16 -0.25 -0.01

2.
113
Properties=species:S:1:pos:R:3:forces:R:3 method="wB97M-V/def2-TZVPD" total_charge=-1 homo_ha=-0.035 gap_ha=0.1109 relative_energy_kj_mol=0.0
C -1.48347 -4.83372 0.05355 0.10 -0.01 0.09
C -0.95800 -4.93430 -1.36500 -0.07 -0.10 -0.05
C 0.55812 -4.59844 -1.63163 -0.01 0.10 0.00
C 1.43559 -4.31609 -0.41216 0.20 -0.03 0.02
C 1.57897 -2.83811 -0.00350 0.00 -0.07 0.00
C 0.62849 -2.31325 1.07576 -0.05 0.03 -0.02
O -0.47411 -1.54888 0.59485 -0.15 -0.07 -0.01
C -0.16608 -0.30658 0.04519 0.01 0.09 -0.15
H -2.33958 -4.15415 0.14877 -0.01 0.01 -0.01
H -1.76062 -5.81348 0.45842 -0.07 0.02 0.00
H -1.51996 -4.28191 -2.04404 -0.08 -0.04 -0.04
H -1.10335 -5.94702 -1.78035 0.02 0.01 0.01
H 0.64050 -3.72879 -2.30074 -0.07 -0.03 -0.03
H 0.99781 -5.43405 -2.19212 0.04 0.01 0.02
H 1.05565 -4.89557 0.43436 -0.06 0.05 0.00
H 2.45023 -4.66801 -0.63807 -0.01 -0.01 0.00
H 2.60264 -2.69419 0.35954 -0.02 0.05 -0.02
H 1.49224 -2.21801 -0.90153 0.09 0.05 0.02
H 1.18120 -1.68111 1.78943 0.01 -0.01 0.03
H 0.16255 -3.15578 1.58716 -0.01 -0.01 -0.01
H 0.45225 -0.37896 -0.85949 0.04 0.00 0.04
H -1.11976 0.14016 -0.24236 0.07 0.14 -0.01
H 0.33548 0.37099 0.75491 0.03 -0.11 0.06
C -3.64568 3.73507 2.53395 0.04 0.11 -0.03
C -3.83671 2.84322 3.74594 0.03 0.08 -0.03
O -4.52004 1.64657 3.44123 -0.03 -0.14 0.09
C -3.93254 0.87392 2.40007 -0.06 -0.05 -0.17
C -2.50584 0.43301 2.65420 -0.01 -0.01 0.03
H -4.60480 3.94474 2.05616 0.00 0.01 0.01
H -3.18633 4.68337 2.81929 -0.02 0.01 0.06
H -3.00225 3.26788 1.78928 0.00 0.08 -0.01
H -4.45114 3.33430 4.50305 0.00 0.04 -0.03
H -2.86349 2.62966 4.20735 0.00 -0.02 0.01
H -3.98458 1.42610 1.45404 0.02 -0.06 0.04
H -4.58004 0.00290 2.30024 0.01 -0.01 0.02
H -1.82220 1.27998 2.74214 0.00 0.00 -0.03
H -2.16613 -0.17975 1.81887 0.02 -0.08 0.09
H -2.43376 -0.16724 3.56282 0.00 0.01 0.01
C -4.24557 1.69730 10.43815 0.03 0.01 -0.01
C -5.34473 2.22487 9.53098 -0.04 0.00 0.01
O -4.88078 3.04014 8.47272 0.00 0.02 0.01
C -3.98469 2.41843 7.56101 0.04 -0.01 -0.03
C -4.54759 1.19465 6.86292 -0.04 0.00 0.06
H -3.65250 2.52006 10.84030 0.00 0.00 0.00
H -4.68830 1.14903 11.27129 0.00 0.01 0.01
H -3.57481 1.01508 9.91495 -0.02 -0.01 0.00
H -6.01651 2.86812 10.10124 0.00 -0.01 0.00
H -5.94615 1.39355 9.14547 0.02 0.00 -0.01
H -3.04185 2.16954 8.06261 -0.02 -0.01 0.02
H -3.75918 3.19407 6.82936 0.01 -0.01 0.00
H -4.75107 0.38417 7.56501 0.03 -0.01 -0.01
H -3.83150 0.82563 6.12867 -0.02 0.02 -0.03
H -5.47097 1.43431 6.33496 0.01 0.01 -0.01
C 5.48805 -0.64610 -2.41953 0.01 0.01 -0.03
C 5.25710 -1.73835 -1.38846 0.02 0.02 0.01
O 4.38696 -2.76363 -1.81766 -0.03 0.01 0.04
C 4.77926 -3.49536 -2.95994 -0.03 -0.03 -0.03
C 6.09785 -4.23433 -2.79904 0.01 0.00 0.03
H 4.53828 -0.21160 -2.73446 0.00 0.00 0.00
H 6.10671 0.14557 -1.99183 -0.02 0.01 0.01
H 6.00009 -1.02485 -3.30674 0.02 0.00 0.01
H 4.76985 -1.31784 -0.50803 0.01 0.00 0.00
H 6.21784 -2.15377 -1.05716 0.00 -0.01 -0.02
H 4.81262 -2.84873 -3.84604 0.02 0.01 0.02
H 3.96955 -4.20908 -3.11398 0.00 0.00 -0.01
H 6.94153 -3.55231 -2.67776 0.00 0.00 -0.02
H 6.28864 -4.84227 -3.68508 -0.01 -0.01 0.00
H 6.06027 -4.89211 -1.92964 0.00 0.00 0.00
C -2.59335 4.73565 -2.45494 -0.03 0.00 0.01
C -2.12554 3.52692 -1.66148 0.03 -0.05 0.00
O -3.07252 3.05281 -0.72402 0.05 0.06 0.08
C -4.30754 2.59620 -1.25409 -0.02 -0.08 -0.06
C -4.17464 1.44914 -2.23890 -0.02 0.10 0.11
H -2.88662 5.54447 -1.78380 -0.01 0.00 0.00
H -1.78349 5.09119 -3.09403 0.01 0.01 0.01
H -3.44191 4.49945 -3.09841 0.01 -0.02 -0.01
H -1.25341 3.79227 -1.06254 0.01 0.00 -0.01
H -1.81566 2.72409 -2.33997 -0.02 -0.01 0.00
H -4.86445 3.42873 -1.70155 0.03 0.02 -0.01
H -4.87216 2.26861 -0.37988 -0.03 0.02 -0.02
H -3.65227 1.74520 -3.15017 -0.03 -0.01 -0.02
H -5.16446 1.09478 -2.52945 0.05 -0.04 0.00
H -3.63549 0.61046 -1.79637 -0.08 0.16 -0.02
C -2.29408 -1.76946 -2.16740 0.05 0.11 -0.04
C -3.79148 -1.98226 -2.19418 -0.01 -0.14 0.05
O -4.45043 -1.42704 -3.33567 0.00 -0.06 -0.02
C -3.99209 -1.91061 -4.58144 -0.01 0.00 -0.04
C -4.12184 -3.41571 -4.75117 0.00 -0.01 0.01
H -2.05156 -0.70437 -2.23154 0.02 -0.07 -0.03
H -1.88309 -2.17585 -1.24103 0.00 0.01 0.01
H -1.79342 -2.28125 -2.99000 0.01 -0.02 0.00
H -4.25773 -1.48846 -1.34054 -0.02 -0.01 0.01
H -4.01620 -3.04968 -2.10391 0.01 0.01 0.01
H -2.95313 -1.60588 -4.75633 0.01 0.00 0.02
H -4.60773 -1.39767 -5.32393 0.01 -0.01 -0.01
H -3.48497 -3.96119 -4.05390 0.01 0.01 -0.02
H -3.82284 -3.69852 -5.76263 -0.01 0.01 -0.01
H -5.15463 -3.73127 -4.59284 0.01 0.00 0.01
C 8.99677 4.74817 -3.11246 -0.02 -0.01 -0.02
C 8.76093 3.63184 -2.10916 0.01 0.02 0.03
O 7.92966 2.59119 -2.58690 -0.03 -0.01 0.01
C 8.39847 1.89296 -3.72634 -0.02 -0.06 -0.03
C 9.73226 1.19508 -3.52145 0.01 0.01 0.03
H 8.04726 5.16157 -3.45477 0.00 0.00 0.00
H 9.57353 5.54690 -2.64371 -0.01 0.01 0.01
H 9.55602 4.40648 -3.98448 0.02 0.00 0.01
H 8.23635 4.02343 -1.23732 0.01 0.00 0.00
H 9.71860 3.23240 -1.75468 0.00 -0.01 -0.02
H 8.44481 2.55732 -4.59728 0.02 0.02 0.02
H 7.62541 1.15167 -3.93013 0.00 0.02 -0.01
H 10.54628 1.90071 -3.34895 0.00 0.00 -0.02
H 9.98222 0.61483 -4.41078 -0.01 -0.01 0.00
H 9.68047 0.51601 -2.66934 0.00 0.00 0.00